The following is a DFT calculation (the ωB97M-V functional and the def2-TZVPD basis) of a 8-piece molecular cluster, C27H51F5N7O20P2 overall.

Total charge: -1
Electronic energy (eV): -112369.6122
Kohn-Sham gap (eV): 8.68

Last column: Mulliken charge in e.
Geometry (Å):
N1 18.3672 17.0609 -8.6090  0.8115
O1 19.1425 16.3259 -9.2155  -0.6254
O2 18.5285 18.2985 -8.6830  -0.5114
O3 17.5018 16.6647 -7.8661  -0.6077
C1 17.5083 20.8731 -5.7143  0.2456
C2 16.5813 21.1216 -6.8878  0.2205
O4 17.3368 22.2177 -7.3611  -0.2778
C3 17.9209 22.9194 -6.4025  0.6700
O5 18.5276 23.9434 -6.4893  -0.5623
O6 17.8970 22.1651 -5.3021  -0.3498
F1 15.3783 21.3790 -6.4084  -0.3224
H1 18.3623 20.3491 -6.1434  -0.4041
H2 17.1342 20.2033 -4.9399  0.3509
H3 16.6381 20.2221 -7.5009  0.4196
C4 20.9107 16.1894 -11.7382  0.5222
C5 19.8345 15.3418 -12.3513  0.6081
O7 20.5810 14.4365 -13.0914  -0.3629
C6 21.8439 14.9214 -13.2724  0.5248
O8 22.8147 14.3656 -13.8096  -0.5725
O9 21.8521 16.1262 -12.7192  -0.3287
F2 19.1301 16.2098 -13.0855  -0.3363
H4 21.1331 15.7971 -10.7459  -0.7283
H5 20.5642 17.2025 -11.5342  0.1981
H6 19.1302 14.9088 -11.6410  0.4054
C7 20.7130 13.1757 -7.9874  -0.0245
C8 21.5575 13.3704 -6.6758  0.4361
O10 21.2306 12.1109 -6.1068  -0.3280
C9 20.5854 11.2706 -6.8876  0.5997
O11 20.3830 10.1004 -6.5965  -0.5709
O12 20.3685 11.8481 -8.0884  -0.3476
F3 20.9963 14.4980 -6.0485  -0.2454
H7 21.0805 13.6357 -8.9047  0.0603
H8 19.8129 13.7656 -7.8144  0.1646
H9 22.5965 13.6536 -6.8443  0.2409
C10 23.7387 17.4191 -8.0129  0.1483
C11 22.7871 16.8099 -8.9894  0.7975
O13 23.6847 16.0947 -9.7718  -0.3457
C12 24.7617 15.6473 -9.1438  0.5682
O14 25.5362 14.7252 -9.4013  -0.5717
O15 24.8294 16.4112 -7.9569  -0.4424
F4 22.4816 17.7952 -9.7559  -0.2934
H10 23.4240 17.4541 -6.9699  0.0379
H11 24.0559 18.4467 -8.1907  0.0303
H12 21.8833 16.2924 -8.6680  0.1936
C13 18.1422 19.9507 -11.8869  -0.3125
C14 18.8062 21.1813 -11.3290  1.1370
O16 17.7886 22.0345 -10.9373  -0.2903
C15 16.6602 21.5908 -11.4990  0.5730
O17 15.5852 22.1878 -11.4779  -0.5845
O18 16.9782 20.5864 -12.3287  -0.3734
F5 19.4894 21.7931 -12.3185  -0.3460
H13 18.0130 19.2665 -11.0483  0.1354
H14 18.5748 19.5032 -12.7818  0.3036
H15 19.4537 20.8247 -10.5279  -0.3144
O19 24.3745 20.5839 -5.7367  -0.8414
P1 23.1330 21.2932 -6.1453  0.1272
N2 22.3339 22.2009 -4.8681  0.3809
C16 21.0339 21.8926 -4.1930  -0.6092
C17 23.1093 23.3343 -4.2672  -1.1569
N3 21.9714 20.2838 -6.8476  1.2539
C18 21.3836 19.1855 -6.1014  -1.3914
C19 21.4908 20.4027 -8.2470  -1.1200
N4 23.3145 22.5863 -7.3305  0.0738
C20 22.3402 23.5727 -7.7981  -0.8248
C21 24.3060 22.0730 -8.3723  -0.8018
H16 20.3986 21.2859 -4.8383  -0.2468
H17 20.5690 22.8774 -4.1463  0.5203
H18 21.1697 21.3631 -3.2500  0.2215
H19 22.6282 23.9451 -3.5032  0.3742
H20 23.6586 23.9024 -5.0179  0.3669
H21 23.8602 22.8964 -3.6096  0.3417
H22 21.2232 18.2606 -6.6554  0.3947
H23 21.9867 18.9718 -5.2190  0.5092
H24 20.4802 19.4387 -5.5466  0.1793
H25 20.9186 19.5032 -8.4746  0.4129
H26 20.8372 21.2634 -8.3892  -0.0358
H27 22.2916 20.3040 -8.9798  0.1033
H28 22.8341 24.3922 -8.3204  0.4021
H29 21.5428 23.1774 -8.4273  0.1955
H30 21.9193 24.1062 -6.9459  0.2711
H31 24.4649 22.6950 -9.2531  0.3791
H32 23.8792 21.2577 -8.9564  0.1625
H33 25.2556 21.7933 -7.9161  0.2971
O20 13.2346 13.6932 -3.5597  -0.8809
P2 14.5309 14.0393 -4.2037  0.3157
N5 14.4754 14.0644 -6.0022  0.4275
C22 14.8382 15.1930 -6.7499  -0.9542
C23 13.5329 13.2521 -6.7085  -1.1013
N6 15.8621 13.1507 -3.7694  0.3280
C24 16.0516 12.8831 -2.3560  -1.0936
C25 16.5020 12.1476 -4.6288  -1.0915
N7 15.0192 15.6345 -3.7955  0.2867
C26 16.4482 16.0770 -3.7270  -0.8272
C27 14.0521 16.6898 -3.7531  -0.9524
H34 14.8980 14.9487 -7.8105  0.4065
H35 15.8003 15.5898 -6.4259  0.1530
H36 14.1121 16.0020 -6.6692  0.2517
H37 12.5456 13.6593 -6.4907  0.3545
H38 13.4480 12.2029 -6.4252  0.2900
H39 13.6440 13.3200 -7.7906  0.3452
H40 16.5937 11.9914 -2.0411  0.3923
H41 16.5117 13.7999 -1.9871  0.2828
H42 15.0858 12.8468 -1.8520  0.3416
H43 16.0279 12.2083 -5.6084  0.3337
H44 17.5730 12.3491 -4.6494  0.3730
H45 16.2446 11.1881 -4.1802  0.3575
H46 16.5833 17.1109 -3.4094  0.3496
H47 17.0798 15.3688 -3.1906  0.1895
H48 16.9886 15.9124 -4.6592  0.2286
H49 13.5526 16.6252 -4.7198  0.2578
H50 14.3231 17.7449 -3.7152  0.3344
H51 13.1699 16.4552 -3.1575  0.3393

***

The following is a DFT calculation (the ωB97M-V functional and the def2-TZVPD basis) of C27H51MnN2O5S3Si as an isolated structure.

Total charge: +3
Electronic energy (eV): -113726.2660
2S+1: 2
Kohn-Sham gap (spin up / spin down) (eV): 5.91 / 5.79

Last column: Mulliken spin population.
Geometry (Å):
Mn1 0.9487 0.7583 -0.5276  0.8631
C1 -1.2599 0.2428 -3.4478  0.0010
C2 -1.9527 0.6820 -2.1669  -0.0025
C3 -2.0047 2.1988 -2.0624  0.0029
C4 -3.3426 0.0726 -2.0713  -0.0012
O1 -1.1329 0.1873 -1.0257  -0.0298
Si1 -1.7257 -0.4698 0.3855  0.0077
S1 0.4539 -0.6370 1.0315  0.0718
O2 -2.3404 -1.9119 0.2782  -0.0027
C5 -2.1936 -3.3179 0.7062  -0.0004
C6 -1.1451 -3.9477 -0.1956  -0.0005
C7 -3.5644 -3.9391 0.5048  0.0000
C8 -1.7744 -3.3553 2.1674  0.0000
O3 -2.4603 0.6832 1.1841  0.0207
C9 -3.4969 0.8176 2.2256  0.0011
C10 -4.7757 0.1830 1.7077  0.0004
C11 -3.6818 2.3117 2.4311  -0.0003
C12 -3.0002 0.1390 3.4910  0.0001
H1 -1.9174 0.4227 -4.2968  -0.0001
H2 -1.0316 -0.8238 -3.4158  -0.0012
H3 -0.3375 0.8018 -3.6081  0.0012
H4 -2.4892 2.6217 -2.9415  -0.0008
H5 -0.9944 2.6082 -1.9943  0.0014
H6 -2.5665 2.4993 -1.1765  -0.0011
H7 -3.9570 0.4600 -2.8821  -0.0004
H8 -3.8235 0.3412 -1.1267  0.0000
H9 -3.3033 -1.0137 -2.1608  0.0001
H10 -1.4371 -3.8502 -1.2415  0.0000
H11 -1.0428 -5.0069 0.0352  0.0001
H12 -0.1778 -3.4571 -0.0414  0.0012
H13 -3.8648 -3.8694 -0.5401  -0.0002
H14 -4.3063 -3.4249 1.1151  0.0000
H15 -3.5432 -4.9896 0.7928  0.0000
H16 -0.8817 -2.7453 2.3293  0.0006
H17 -1.5454 -4.3794 2.4588  0.0000
H18 -2.5738 -2.9920 2.8110  0.0000
H19 -5.1472 0.7160 0.8315  -0.0001
H20 -5.5417 0.2229 2.4810  0.0000
H21 -4.6085 -0.8608 1.4360  0.0002
H22 -3.8839 2.8030 1.4784  -0.0001
H23 -2.7972 2.7507 2.8881  0.0000
H24 -4.5285 2.4911 3.0923  0.0000
H25 -2.9639 -0.9420 3.3558  0.0001
H26 -3.6684 0.3603 4.3216  0.0000
H27 -1.9977 0.4881 3.7497  0.0006
C13 5.2880 1.5344 0.2824  0.0010
S2 3.8634 0.7046 0.9934  0.0018
O4 2.7224 1.1552 0.0228  0.0131
C14 4.2116 -0.9999 0.5890  0.0045
C15 4.7440 -1.3649 -0.6421  0.0027
C16 5.0016 -2.7029 -0.8898  0.0009
C17 4.7344 -3.6588 0.0858  0.0000
C18 4.2119 -3.2820 1.3150  0.0010
C19 3.9465 -1.9452 1.5732  -0.0006
H28 5.2587 1.4679 -0.8023  -0.0011
H29 6.1843 1.0509 0.6709  -0.0001
H30 5.2602 2.5753 0.5987  0.0002
H31 4.9782 -0.6178 -1.3904  -0.0026
H32 5.4354 -3.0017 -1.8353  -0.0001
H33 4.9560 -4.6996 -0.1107  0.0000
H34 4.0356 -4.0252 2.0807  0.0000
H35 3.5599 -1.6371 2.5375  -0.0002
C20 -0.2213 5.4319 -0.5840  0.0001
C21 -0.4527 4.7796 0.7695  0.0027
S3 0.8564 3.5646 1.1049  0.0110
O5 0.3760 2.3523 0.2539  0.0117
C22 0.4896 3.0880 2.8292  0.0002
C23 1.7733 3.0871 3.6518  -0.0005
H36 -1.0019 6.1672 -0.7736  0.0001
H37 -0.2547 4.7004 -1.3916  -0.0002
H38 0.7387 5.9463 -0.6195  -0.0002
H39 -1.3954 4.2331 0.8156  0.0012
H40 -0.4000 5.5113 1.5777  -0.0006
H41 0.0262 2.1024 2.7821  0.0006
H42 -0.2185 3.8112 3.2289  -0.0011
H43 2.4650 2.3093 3.3263  0.0009
H44 1.5320 2.9111 4.6991  -0.0001
H45 2.2800 4.0501 3.5869  -0.0004
C24 2.6866 -2.7881 -4.4105  -0.0011
N1 2.3678 -1.6227 -3.5929  0.0072
C25 2.6412 -0.3224 -3.9466  -0.0022
C26 2.1881 0.4548 -2.9321  0.0145
N2 1.6351 -0.3700 -1.9649  -0.0084
C27 1.7718 -1.6158 -2.4029  0.0140
H46 2.2443 -2.6764 -5.3981  0.0003
H47 2.2985 -3.6896 -3.9450  0.0003
H48 3.7654 -2.8759 -4.5283  0.0004
H49 3.1231 -0.0563 -4.8724  -0.0005
H50 2.2122 1.5317 -2.8420  -0.0014
H51 1.4600 -2.4976 -1.8671  -0.0028

***

Which formula does entry 1 have? C27H51F5N7O20P2